No. 1
{"formula": "C20H34N2O5RhS2", "method": "ωB97M-V with the def2-TZVPD basis set", "total_charge": 3, "homo_lumo_gap_ev": 7.10, "molar_mass_g_mol": 549.5, "relative_energy_kcal_mol": 22.4, "homo_ev": -17.591, "multiplicity": 1, "symbols": ["Rh", "C", "N", "C", "C", "O", "C", "O", "C", "C", "O", "N", "C", "C", "H", "H", "H", "H", "H", "H", "H", "H", "H", "H", "H", "H", "H", "H", "H", "H", "O", "S", "C", "C", "C", "C", "H", "H", "H", "H", "H", "H", "H", "H", "C", "C", "C", "C", "C", "C", "C", "S", "C", "O", "H", "H", "H", "H", "H", "H", "H", "H", "H", "H"], "coordinates": [[-0.608, -0.112, 1.308], [-4.513, 0.914, -2.209], [-3.746, 1.349, -1.028], [-4.312, 2.467, -0.253], [-2.625, 0.784, -0.685], [-1.915, 1.184, 0.287], [-2.084, -0.386, -1.485], [-1.187, -1.084, -0.614], [-0.196, -1.887, -1.242], [0.768, -2.281, -0.148], [0.753, -1.608, 0.935], [1.612, -3.258, -0.323], [1.684, -4.093, -1.530], [2.612, -3.596, 0.704], [-5.085, 0.012, -1.990], [-5.210, 1.704, -2.469], [-3.864, 0.746, -3.066], [-5.280, 2.166, 0.143], [-3.645, 2.734, 0.556], [-4.449, 3.322, -0.912], [-2.874, -1.056, -1.821], [-1.544, -0.001, -2.356], [-0.663, -2.751, -1.713], [0.347, -1.309, -1.998], [1.024, -3.746, -2.316], [2.705, -4.076, -1.906], [1.430, -5.119, -1.268], [2.480, -2.976, 1.581], [2.504, -4.646, 0.972], [3.608, -3.442, 0.291], [0.347, 0.957, 2.543], [1.261, 0.694, 3.817], [2.614, 1.886, 3.598], [2.602, 2.730, 4.872], [1.136, 2.975, 5.209], [0.457, 1.608, 5.157], [2.369, 2.458, 2.702], [3.528, 1.318, 3.437], [3.142, 3.661, 4.709], [3.106, 2.203, 5.683], [0.683, 3.649, 4.480], [1.016, 3.426, 6.193], [-0.607, 1.631, 4.922], [0.620, 1.013, 6.056], [-3.570, -5.740, -2.343], [-3.047, -4.956, -1.173], [-3.736, -3.838, -0.686], [-3.277, -3.132, 0.411], [-2.112, -3.560, 1.041], [-1.383, -4.643, 0.560], [-1.859, -5.333, -0.546], [-1.530, -2.781, 2.493], [-2.827, -3.135, 3.648], [-1.787, -1.223, 2.293], [-4.415, -5.248, -2.819], [-3.900, -6.726, -2.012], [-2.788, -5.910, -3.083], [-4.663, -3.543, -1.163], [-3.820, -2.271, 0.785], [-0.472, -4.960, 1.057], [-1.314, -6.192, -0.919], [-3.776, -2.768, 3.262], [-2.576, -2.662, 4.595], [-2.833, -4.220, 3.760]]}

---

No. 2
{"formula": "C20H34N4O10", "method": "ωB97M-V with the def2-TZVPD basis set", "total_charge": 0, "homo_lumo_gap_ev": 8.94, "molar_mass_g_mol": 490.5, "smiles": "C[N+](=O)[O-].C[N+](=O)[O-].C[N+](=O)[O-].C[N+](=O)[O-].c1ccccc1.c1ccccc1.COCCOC", "relative_energy_kcal_mol": 0.0, "homo_ev": -8.803, "multiplicity": 1, "symbols": ["C", "N", "O", "O", "H", "H", "H", "C", "N", "O", "O", "H", "H", "H", "C", "N", "O", "O", "H", "H", "H", "C", "N", "O", "O", "H", "H", "H", "C", "C", "C", "C", "C", "C", "H", "H", "H", "H", "H", "H", "C", "C", "C", "C", "C", "C", "H", "H", "H", "H", "H", "H", "C", "O", "C", "C", "O", "C", "H", "H", "H", "H", "H", "H", "H", "H", "H", "H"], "coordinates": [[9.689, 15.783, -32.717], [10.603, 16.317, -31.642], [11.170, 17.370, -31.784], [10.863, 15.508, -30.766], [9.895, 14.734, -32.877], [9.869, 16.404, -33.588], [8.704, 15.953, -32.283], [14.720, 17.330, -23.181], [15.763, 17.651, -24.159], [15.428, 17.624, -25.321], [16.893, 17.826, -23.785], [13.946, 16.712, -23.616], [14.294, 18.239, -22.753], [15.179, 16.836, -22.326], [10.791, 19.277, -20.586], [10.883, 19.514, -22.056], [9.905, 19.281, -22.728], [11.924, 19.955, -22.495], [9.725, 19.203, -20.391], [11.178, 20.180, -20.129], [11.284, 18.334, -20.382], [7.785, 17.551, -25.727], [7.519, 18.631, -24.740], [7.662, 19.788, -25.067], [7.278, 18.242, -23.607], [8.849, 17.313, -25.692], [7.740, 18.003, -26.717], [7.126, 16.705, -25.607], [14.233, 24.092, -31.170], [14.460, 23.446, -29.973], [13.762, 22.270, -29.714], [12.883, 21.721, -30.635], [12.625, 22.380, -31.841], [13.299, 23.578, -32.066], [14.753, 24.983, -31.500], [15.258, 23.700, -29.287], [13.914, 21.746, -28.778], [12.359, 20.830, -30.317], [11.863, 22.037, -32.524], [13.146, 24.068, -33.021], [12.443, 19.813, -26.212], [11.065, 19.795, -26.347], [10.451, 19.516, -27.565], [11.262, 19.004, -28.590], [12.655, 19.005, -28.457], [13.254, 19.385, -27.269], [12.921, 20.037, -25.269], [10.476, 20.147, -25.506], [9.387, 19.617, -27.731], [10.840, 18.799, -29.567], [13.173, 18.690, -29.355], [14.301, 19.252, -27.031], [7.524, 16.210, -28.892], [7.707, 16.798, -30.162], [7.234, 18.128, -30.143], [7.612, 18.884, -31.402], [8.878, 19.491, -31.184], [9.316, 20.220, -32.299], [6.536, 16.470, -28.491], [8.238, 16.670, -28.204], [7.651, 15.133, -28.917], [7.607, 18.680, -29.273], [6.142, 18.127, -30.028], [6.825, 19.603, -31.645], [7.736, 18.253, -32.289], [10.260, 20.663, -31.987], [8.653, 21.013, -32.670], [9.445, 19.536, -33.153]]}